ORCA calculation (ωB97M-V/def2-TZVPD) on C17H16BeN6 as an isolated structure.

```
40
Properties=species:S:1:pos:R:3:forces:R:3
Be 0.216 -0.642 1.699 -0.0261 0.0467 -0.1140
C -2.268 -0.971 1.039 -0.2126 -0.0910 0.0360
N -1.265 0.107 1.055 -0.0368 -0.0432 0.1690
C -1.426 1.359 1.812 -0.1215 0.1608 0.1186
C -0.003 1.777 2.049 0.2160 0.0373 -0.0034
N 0.962 0.878 1.886 -0.1853 -0.1023 -0.2705
C 2.160 1.510 2.212 0.0270 0.3208 0.1334
C 3.470 1.044 2.227 -0.0207 -0.0499 -0.0456
C 4.448 1.937 2.613 0.0406 -0.0875 -0.0312
C 4.142 3.258 2.974 -0.0697 0.0480 0.0071
C 2.846 3.733 2.961 -0.0020 0.0960 -0.0032
C 1.864 2.832 2.571 0.1718 -0.3457 -0.0099
N 0.481 2.951 2.455 -0.0416 0.1127 -0.0164
C -1.433 -2.183 0.735 0.1495 -0.1464 -0.0654
N -0.115 -2.107 0.895 -0.0367 0.3158 -0.1313
C 0.399 -3.366 0.594 -0.1851 -0.2823 -0.0660
C 1.703 -3.851 0.603 0.0168 0.0671 -0.0070
C 1.880 -5.174 0.254 0.0920 0.0471 0.0137
C 0.799 -5.998 -0.097 -0.0879 0.0070 -0.0065
C -0.498 -5.526 -0.111 -0.0532 -0.0549 -0.0540
C -0.673 -4.195 0.240 0.3345 0.1136 0.1424
N -1.813 -3.401 0.348 -0.0936 -0.0356 -0.0661
H -3.063 -0.822 0.308 0.0185 0.0449 0.0024
H -2.729 -1.065 2.025 0.0235 0.0447 -0.0086
H -1.054 0.352 0.088 0.1294 -0.0572 0.0319
H -1.926 1.157 2.763 -0.0062 -0.0365 -0.0357
H -2.001 2.122 1.285 -0.0121 -0.0397 -0.0255
H 3.711 0.031 1.932 0.0368 0.0173 0.0176
H 5.481 1.618 2.633 -0.0120 -0.0055 0.0004
H 4.943 3.922 3.266 -0.0042 -0.0020 0.0000
H 2.612 4.752 3.236 0.0159 -0.0100 -0.0004
H -0.044 3.794 2.631 -0.0840 -0.0368 -0.0216
H 2.539 -3.213 0.855 0.0156 -0.0417 -0.0016
H 2.878 -5.591 0.241 -0.0066 0.0101 0.0056
H 0.989 -7.027 -0.366 -0.0013 0.0040 0.0020
H -1.330 -6.162 -0.384 0.0183 -0.0026 0.0020
H -2.753 -3.705 0.143 -0.0409 0.0830 0.0189
N 0.847 -1.759 4.380 -0.1706 0.0235 0.1166
C 0.359 -1.278 3.461 0.2397 -0.1427 0.1694
H 1.253 -2.178 5.202 -0.0352 0.0133 -0.0033
```
Forces are in eV/Å.

Results
HOMO energy, eV: -14.87
Spin multiplicity: 1
Kohn-Sham gap, eV: 9.039
LUMO energy, eV: -5.83
Charge: +2
DFT total energy, a.u.: -1000.32659

Here are the natural (NBO) charges for atoms 1 to 4, given in e:
1. Be 1.610
2. C -0.270
3. N -0.756
4. C -0.270

ORCA calculation (ωB97M-V/def2-TZVPD) on C17H16BrCaCl as an isolated structure at a distorted geometry.

```
36
Properties=species:S:1:pos:R:3:forces:R:3
C -1.279 -0.800 -1.887 -0.3065 0.0245 0.3004
C -1.330 -1.809 -0.878 -0.4586 0.2714 0.1149
C -2.068 -1.279 0.240 -0.7274 0.0051 -0.5106
H -0.770 -2.770 -0.885 -0.6355 0.8987 0.0102
C -2.454 0.074 -0.082 -0.4445 -0.6594 -0.4030
C -1.964 0.364 -1.402 -0.0738 -0.2286 0.2671
H -1.992 1.364 -1.885 -0.0587 -0.9478 0.3361
H -0.705 -0.874 -2.835 -0.5566 0.1043 0.8235
H -2.143 -1.747 1.244 -0.0651 0.2960 -0.9872
H -2.936 0.797 0.611 0.3531 -0.6776 -0.6452
Ca -0.044 0.031 0.364 0.4118 0.3425 -0.5570
Br 0.889 -2.013 1.728 1.2127 -2.5284 0.3211
C 2.091 1.222 0.327 0.5549 0.0024 -0.5268
C 1.256 2.001 -0.554 0.2666 -0.3074 -0.1591
C 1.091 1.249 -1.769 0.1174 0.1783 0.3511
H 0.699 2.926 -0.272 0.6876 -0.7955 -0.3544
C 1.804 0.012 -1.641 -0.0372 0.2800 0.4358
C 2.416 -0.009 -0.348 0.3796 0.6837 -0.0944
H 2.974 -0.862 0.090 -0.5428 0.8548 -0.4025
H 2.288 1.437 1.400 0.0605 -0.0651 -1.0942
H 0.417 1.529 -2.606 0.6636 -0.2379 0.7158
H 1.771 -0.850 -2.344 0.1021 0.9043 0.5786
Cl -0.317 3.197 4.118 0.0436 0.6731 -0.1364
C -0.264 1.679 4.902 0.4296 -2.0007 0.8552
C -0.064 1.551 6.261 0.1708 -0.6851 0.5091
C 0.020 0.265 6.838 0.0714 0.6043 0.5699
C -0.130 -0.902 6.086 -0.4872 -0.2321 -0.1213
C -0.367 -0.810 4.745 -0.5888 0.2551 0.9547
C -0.379 0.471 4.159 0.3495 -0.0482 -0.4635
C -0.294 0.402 2.785 -1.3980 2.1280 -2.6492
H 0.051 2.434 6.874 0.0209 0.0649 0.1765
H 0.222 0.153 7.898 -0.0124 0.2600 0.0843
H -0.069 -1.902 6.497 0.1999 0.0500 0.4968
H -0.415 -1.676 4.077 0.0839 0.4237 0.3365
H -1.161 -0.064 2.263 1.3295 -0.1957 0.5159
H 0.650 0.746 2.320 -1.1159 0.3046 0.3514
```
Forces are in eV/Å.

Results
Energy relative to the best compared isomer or geometry (same formula, charge and spin), kJ/mol: 84.2
HOMO energy, eV: 0.99
Spin multiplicity: 1
Kohn-Sham gap, eV: 4.173
LUMO energy, eV: 5.17
Charge: -2
DFT total energy, a.u.: -4369.17585

Here are the natural (NBO) charges for atoms 1 to 4, given in e:
1. C -0.367
2. C -0.386
3. C -0.433
4. H 0.229

ORCA calculation (ωB97M-V/def2-TZVPD) on C17H16CdN3OS as an isolated structure at a distorted geometry.

```
39
Properties=species:S:1:pos:R:3:forces:R:3
Cd -0.304 -0.304 0.256 0.9984 0.8963 -0.6225
O 2.388 -0.060 0.700 -0.2471 0.2433 -0.0432
C 2.880 -1.055 -0.192 0.3461 -0.3951 -0.0323
C 2.068 -2.330 -0.097 0.1752 0.0744 -0.0032
C 2.725 -3.512 0.135 0.4049 0.3517 0.1950
C 1.989 -4.721 -0.015 -0.3492 -0.1928 -0.2020
C 0.658 -4.663 -0.168 0.0460 -0.2185 -0.2883
C -0.059 -3.365 -0.001 -0.5641 -0.1074 0.5905
N 0.754 -2.228 -0.343 0.2056 0.6500 -0.1935
H 2.350 0.783 0.231 -0.0472 -0.0650 0.1884
H 3.924 -1.270 0.080 -0.2135 -0.0596 -0.1468
H 2.863 -0.691 -1.227 -0.1055 0.0148 0.0798
H 3.793 -3.532 0.291 0.0693 0.0959 0.0149
H 2.521 -5.665 -0.067 -0.0535 -0.0607 -0.0005
H 0.052 -5.543 -0.326 0.0285 -0.1708 -0.0761
H -0.970 -3.338 -0.618 0.1377 -0.0837 0.1047
S 0.374 2.212 -0.452 0.8078 -0.8813 0.2084
C -1.296 2.577 -0.410 -0.3969 0.2437 -0.1473
C -1.718 3.897 -0.169 -0.0051 -0.1083 -0.0165
C -3.060 4.178 -0.166 -0.1520 -0.1131 -0.0879
C -3.962 3.146 -0.418 -0.0537 0.0743 0.0111
C -3.456 1.877 -0.639 -0.4487 0.0660 -0.0276
N -2.166 1.582 -0.639 0.2808 0.1240 0.0600
H -0.969 4.652 0.011 0.0077 0.0704 0.0323
H -3.413 5.183 0.022 -0.0139 0.0500 0.0110
H -5.026 3.331 -0.440 -0.0589 -0.0681 0.0138
H -4.123 1.047 -0.838 -0.0608 -0.0623 0.0605
N -1.874 -1.088 1.319 -0.5889 0.1475 0.1702
C -1.844 -2.331 1.549 0.3073 0.2241 0.1540
C -0.608 -3.216 1.540 0.2443 0.3004 -0.5419
C -0.809 -4.543 2.148 -0.1982 -0.6201 0.3067
C -2.017 -5.067 2.400 0.9262 -0.2650 0.1580
C -3.201 -4.278 2.219 -0.6670 0.7205 -0.3103
C -3.116 -2.996 1.830 -0.5406 -0.7031 0.3294
H 0.228 -2.704 2.032 -0.1279 -0.0338 0.0487
H 0.085 -5.121 2.339 -0.0060 -0.1230 -0.0091
H -2.120 -6.073 2.788 0.0975 -0.0468 0.0443
H -4.165 -4.727 2.421 -0.0983 -0.0070 0.0399
H -3.990 -2.366 1.748 -0.0861 0.0381 -0.0726
```
Forces are in eV/Å.

Results
Energy relative to the best compared isomer or geometry (same formula, charge and spin), kJ/mol: 63.7
HOMO energy, eV: -3.30
Spin multiplicity: 1
Kohn-Sham gap, eV: 6.412
LUMO energy, eV: 3.11
Charge: -1
DFT total energy, a.u.: -1462.83326

Here are the natural (NBO) charges for atoms 1 to 4, given in e:
1. Cd 1.539
2. O -0.745
3. C -0.098
4. C 0.215

- charge of number 3 (C17H16CdN3OS)?
  -1

What did the first record say?
ORCA calculation (ωB97M-V/def2-TZVPD) on C17H16BeN6 as an isolated structure.

```
40
Properties=species:S:1:pos:R:3:forces:R:3
Be 0.216 -0.642 1.699 -0.0261 0.0467 -0.1140
C -2.268 -0.971 1.039 -0.2126 -0.0910 0.0360
N -1.265 0.107 1.055 -0.0368 -0.0432 0.1690
C -1.426 1.359 1.812 -0.1215 0.1608 0.1186
C -0.003 1.777 2.049 0.2160 0.0373 -0.0034
N 0.962 0.878 1.886 -0.1853 -0.1023 -0.2705
C 2.160 1.510 2.212 0.0270 0.3208 0.1334
C 3.470 1.044 2.227 -0.0207 -0.0499 -0.0456
C 4.448 1.937 2.613 0.0406 -0.0875 -0.0312
C 4.142 3.258 2.974 -0.0697 0.0480 0.0071
C 2.846 3.733 2.961 -0.0020 0.0960 -0.0032
C 1.864 2.832 2.571 0.1718 -0.3457 -0.0099
N 0.481 2.951 2.455 -0.0416 0.1127 -0.0164
C -1.433 -2.183 0.735 0.1495 -0.1464 -0.0654
N -0.115 -2.107 0.895 -0.0367 0.3158 -0.1313
C 0.399 -3.366 0.594 -0.1851 -0.2823 -0.0660
C 1.703 -3.851 0.603 0.0168 0.0671 -0.0070
C 1.880 -5.174 0.254 0.0920 0.0471 0.0137
C 0.799 -5.998 -0.097 -0.0879 0.0070 -0.0065
C -0.498 -5.526 -0.111 -0.0532 -0.0549 -0.0540
C -0.673 -4.195 0.240 0.3345 0.1136 0.1424
N -1.813 -3.401 0.348 -0.0936 -0.0356 -0.0661
H -3.063 -0.822 0.308 0.0185 0.0449 0.0024
H -2.729 -1.065 2.025 0.0235 0.0447 -0.0086
H -1.054 0.352 0.088 0.1294 -0.0572 0.0319
H -1.926 1.157 2.763 -0.0062 -0.0365 -0.0357
H -2.001 2.122 1.285 -0.0121 -0.0397 -0.0255
H 3.711 0.031 1.932 0.0368 0.0173 0.0176
H 5.481 1.618 2.633 -0.0120 -0.0055 0.0004
H 4.943 3.922 3.266 -0.0042 -0.0020 0.0000
H 2.612 4.752 3.236 0.0159 -0.0100 -0.0004
H -0.044 3.794 2.631 -0.0840 -0.0368 -0.0216
H 2.539 -3.213 0.855 0.0156 -0.0417 -0.0016
H 2.878 -5.591 0.241 -0.0066 0.0101 0.0056
H 0.989 -7.027 -0.366 -0.0013 0.0040 0.0020
H -1.330 -6.162 -0.384 0.0183 -0.0026 0.0020
H -2.753 -3.705 0.143 -0.0409 0.0830 0.0189
N 0.847 -1.759 4.380 -0.1706 0.0235 0.1166
C 0.359 -1.278 3.461 0.2397 -0.1427 0.1694
H 1.253 -2.178 5.202 -0.0352 0.0133 -0.0033
```
Forces are in eV/Å.

Results
HOMO energy, eV: -14.87
Spin multiplicity: 1
Kohn-Sham gap, eV: 9.039
LUMO energy, eV: -5.83
Charge: +2
DFT total energy, a.u.: -1000.32659

Here are the natural (NBO) charges for atoms 1 to 4, given in e:
1. Be 1.610
2. C -0.270
3. N -0.756
4. C -0.270

- The highest DFT total energy belongs to which entry?
  C17H16BeN6

- Which of these has the highest charge?
  C17H16BeN6